Record 1
{
  "formula": "C50H42Cl5NP2ReTe2",
  "method": "ωB97M-V/def2-TZVPD",
  "total_charge": 2,
  "orbital_gap_ev": [7.097, 6.728],
  "fmax_ev_per_a": 4.31,
  "spin_multiplicity": 4,
  "species": ["Re", "C", "P", "C", "C", "C", "C", "C", "C", "C", "C", "C", "C", "C", "C", "C", "C", "C", "C", "C", "P", "C", "C", "C", "C", "C", "C", "C", "C", "C", "C", "C", "C", "N", "H", "H", "H", "H", "H", "H", "H", "H", "H", "H", "H", "H", "H", "H", "H", "H", "H", "H", "H", "H", "H", "H", "H", "H", "H", "H", "Cl", "C", "C", "C", "Cl", "C", "Cl", "C", "Cl", "C", "Cl", "C", "Te", "C", "H", "H", "H", "H", "H", "H", "Te", "C", "C", "C", "C", "C", "C", "C", "C", "C", "C", "C", "C", "H", "H", "H", "H", "H", "H", "H", "H", "H", "H"],
  "coordinates": [[4.0633, 7.9378, 19.2416], [7.0952, 6.7005, 18.0534], [5.6627, 6.0956, 19.0453], [6.4160, 4.8757, 20.1488], [7.1419, 5.3850, 21.2160], [7.5480, 4.5722, 22.2537], [7.1871, 3.2517, 22.2554], [6.4908, 2.6744, 21.1817], [6.0989, 3.4811, 20.1219], [4.5389, 5.1823, 17.8893], [4.8058, 4.9561, 16.5074], [4.0240, 4.1657, 15.6722], [2.7918, 3.6959, 16.1903], [2.3903, 3.9942, 17.5157], [3.2569, 4.7974, 18.2631], [6.7278, 7.9687, 17.4977], [7.1991, 8.7126, 16.4576], [6.2656, 9.7837, 16.1316], [5.2935, 9.7123, 17.0420], [4.1999, 10.6736, 17.3549], [2.8829, 9.8967, 18.3277], [1.7406, 9.0042, 17.1663], [0.3848, 9.3933, 17.0467], [-0.4722, 8.5540, 16.3607], [-0.0140, 7.4390, 15.6701], [1.3520, 7.1662, 15.6910], [2.2084, 7.9047, 16.4886], [1.9611, 11.2897, 19.0869], [1.2636, 11.0860, 20.2586], [0.4072, 12.1032, 20.7284], [0.3646, 13.2271, 19.9919], [1.0184, 13.4595, 18.8178], [1.8288, 12.4574, 18.3170], [5.4850, 8.5501, 17.8902], [7.9471, 6.6470, 18.7740], [7.3706, 5.8861, 17.3813], [7.2490, 6.4531, 21.3777], [8.0817, 4.8868, 23.1201], [7.3779, 2.7020, 23.1087], [6.3672, 1.6049, 21.1603], [5.5573, 3.0426, 19.2405], [5.7679, 5.2552, 16.1135], [4.3128, 3.8866, 14.7048], [2.0516, 3.0977, 15.6400], [1.4307, 3.7981, 17.9000], [2.9242, 5.1850, 19.2250], [8.0797, 8.4710, 15.8851], [6.2997, 10.4707, 15.2854], [4.5686, 11.5714, 17.8884], [3.7371, 11.0436, 16.3608], [0.0757, 10.2144, 17.5890], [-1.5578, 8.6664, 16.3684], [-0.5944, 6.7500, 15.1318], [1.6817, 6.2432, 15.1611], [3.2259, 7.5759, 16.5923], [1.3014, 10.1344, 20.7891], [-0.0957, 12.0454, 21.6478], [-0.2190, 14.1040, 20.4208], [0.7903, 14.3876, 18.3329], [2.4407, 12.6541, 17.4633], [5.3973, 12.4324, 20.5267], [5.3469, 11.5457, 22.0084], [6.1682, 10.4187, 22.0804], [6.1463, 9.6350, 23.2044], [7.1674, 8.2393, 23.3298], [5.2404, 9.9648, 24.2348], [5.0529, 8.9002, 25.5232], [4.5177, 11.1318, 24.2165], [3.4650, 11.4109, 25.5160], [4.5404, 11.9145, 23.0247], [3.3564, 13.1430, 22.8100], [0.5806, 7.0609, 20.9125], [2.5409, 7.6717, 21.5552], [2.8594, 5.6870, 22.3664], [0.5011, 6.3731, 20.0582], [0.1040, 7.9611, 20.6763], [0.1516, 6.6071, 21.8372], [3.5176, 5.8986, 23.1876], [3.2887, 4.9429, 21.6426], [1.8659, 5.3932, 22.6582], [7.6711, 10.0314, 20.5205], [9.3087, 10.0908, 21.7603], [9.2927, 10.4255, 23.1508], [10.4265, 10.2162, 23.8845], [11.5817, 9.7507, 23.3071], [11.5992, 9.3797, 21.9691], [10.4421, 9.5327, 21.2166], [8.2297, 11.8073, 19.5655], [7.7585, 11.8771, 18.2552], [8.1622, 12.9580, 17.4416], [9.1795, 13.7939, 17.9303], [9.7119, 13.6469, 19.2106], [9.2008, 12.6824, 20.0779], [8.3381, 10.8271, 23.5202], [10.4093, 10.5078, 24.9635], [12.4811, 9.6520, 23.9891], [12.4335, 8.8726, 21.5360], [10.3605, 9.1618, 20.2143], [6.8879, 11.2953, 17.9843], [7.7109, 13.1874, 16.4679], [9.6482, 14.5934, 17.3070], [10.5442, 14.2642, 19.6520], [9.5478, 12.4902, 21.0530]],
  "atomic_forces_ev_per_a": [[0.50, 0.39, 0.56], [0.66, -2.12, 1.78], [-0.61, -0.58, -0.45], [-0.88, -1.09, 0.32], [-0.24, 0.54, 0.32], [-0.28, -0.52, -0.12], [-0.89, 0.10, -1.74], [0.66, 0.67, -0.03], [-0.08, 0.43, -0.91], [-0.23, 0.00, -2.15], [1.46, -0.63, 0.59], [-1.94, 0.18, 2.43], [-0.69, -0.29, 0.91], [2.37, 1.53, -1.69], [-0.42, 0.01, 1.53], [-1.90, 2.48, -1.17], [0.07, 0.24, -0.92], [1.42, -0.77, -0.52], [-0.76, -1.57, 1.91], [-0.73, 1.00, -2.13], [-0.24, -0.80, 0.37], [-0.54, 1.59, 0.49], [1.58, -2.23, -0.45], [-1.25, -0.38, -0.34], [2.11, 0.79, 0.63], [-0.39, -1.33, -0.36], [0.17, -0.55, -0.36], [0.44, -0.94, -1.21], [-1.03, 0.16, 0.53], [1.87, -1.76, -0.63], [-2.11, 3.47, 1.43], [0.22, -0.58, -0.71], [0.02, 0.45, 1.06], [0.18, 1.58, -0.69], [-0.48, 0.58, -0.28], [-0.12, 0.23, -0.48], [0.19, 0.05, -0.52], [0.32, 0.77, 0.33], [0.60, -1.34, 1.45], [-0.41, -0.12, 0.00], [0.55, 0.54, 1.03], [0.07, 0.20, -0.08], [0.47, -0.03, -1.22], [0.79, 0.22, -0.24], [-0.96, -0.54, 0.24], [-0.15, -0.46, 0.22], [0.11, 0.03, -0.02], [0.26, -0.15, 0.43], [-0.17, -0.41, -0.12], [0.74, -0.41, 1.48], [-0.95, 1.63, 0.89], [0.31, 0.55, 0.08], [-1.22, -0.43, -0.51], [0.06, 0.98, 0.47], [0.47, 0.01, -0.11], [0.21, 0.23, -0.12], [-0.65, -0.28, 1.00], [0.55, -1.25, -0.68], [0.45, 0.27, -0.44], [0.06, -0.21, -0.60], [-0.55, 0.21, 0.14], [1.06, -0.29, -1.55], [1.11, 0.45, -0.65], [-0.37, -0.25, 0.08], [-0.56, 0.09, 0.05], [1.03, -0.49, -0.20], [0.13, -0.76, 0.73], [-0.35, 0.16, -1.10], [-0.25, 0.67, -0.12], [-1.64, 0.12, 1.68], [0.33, 0.07, 0.17], [0.36, -1.22, 0.91], [0.19, -1.17, -0.87], [0.51, 0.14, -1.25], [0.50, 0.22, 0.38], [-1.06, 1.25, -0.33], [0.12, 0.40, -0.87], [0.22, -0.49, 0.51], [-0.31, 0.95, 0.65], [-0.14, -0.25, 0.43], [-0.87, 0.14, 0.66], [0.56, -0.21, 2.33], [-1.38, 0.16, -2.24], [-0.52, 1.26, 1.89], [1.78, -0.54, 0.63], [-0.38, -0.05, 0.41], [-0.06, -0.16, -0.05], [0.44, 0.20, -0.59], [-0.62, 1.75, 0.01], [0.48, -0.08, 0.69], [0.73, 0.68, -0.54], [0.54, 0.13, 1.36], [-0.94, -0.86, -1.66], [0.82, -0.12, 0.37], [0.11, -0.40, -1.05], [-1.07, -0.03, -1.20], [0.54, 0.03, -0.17], [0.49, -0.16, -0.54], [0.34, -0.35, -0.36], [0.24, -0.45, 0.43], [-0.78, -0.77, 0.39], [-1.03, -0.42, -1.02], [0.63, 0.27, 1.01]]
}

Record 2
{
  "formula": "C50H42N4OP2SSbSe2Tl",
  "method": "ωB97M-V/def2-TZVPD",
  "total_charge": 2,
  "orbital_gap_ev": 3.888,
  "fmax_ev_per_a": 1.17,
  "species": ["Tl", "Se", "P", "C", "C", "C", "C", "C", "C", "C", "C", "C", "C", "C", "C", "C", "C", "N", "N", "N", "P", "Se", "C", "C", "C", "C", "C", "C", "C", "C", "C", "C", "C", "C", "H", "H", "H", "H", "H", "H", "H", "H", "H", "H", "H", "H", "H", "H", "H", "H", "H", "H", "H", "H", "O", "C", "C", "C", "C", "C", "C", "N", "H", "H", "H", "H", "H", "H", "H", "S", "Sb", "C", "C", "C", "C", "C", "C", "C", "C", "C", "C", "C", "C", "C", "C", "C", "C", "C", "C", "H", "H", "H", "H", "H", "H", "H", "H", "H", "H", "H", "H", "H", "H", "H"],
  "coordinates": [[-0.0812, -1.9387, 2.9997], [-5.5066, 2.6366, 1.8831], [-4.5868, 1.5885, 0.3033], [-5.5483, 0.1775, -0.3438], [-5.2878, -0.3234, -1.6149], [-6.0826, -1.3309, -2.1260], [-7.1385, -1.8297, -1.3788], [-7.3887, -1.3367, -0.1084], [-6.5959, -0.3293, 0.4123], [-4.3152, 2.6689, -1.1317], [-5.3755, 2.8321, -2.0178], [-5.3177, 3.8211, -2.9805], [-4.2174, 4.6605, -3.0465], [-3.1668, 4.5027, -2.1564], [-3.2130, 3.5125, -1.1914], [-3.0009, 0.9301, 0.8511], [-1.9877, 0.0509, 0.4155], [-1.1152, -0.0729, 1.4372], [-1.5658, 0.6797, 2.4202], [-2.6678, 1.2722, 2.0963], [-1.6635, -0.9026, -1.0368], [0.4590, -1.7495, -1.2647], [-1.7685, 0.1383, -2.5078], [-2.5285, -0.1926, -3.6231], [-2.5554, 0.6737, -4.7023], [-1.8318, 1.8561, -4.6711], [-1.0507, 2.1675, -3.5671], [-1.0175, 1.3109, -2.4849], [-2.7427, -2.3442, -1.0965], [-3.6925, -2.5606, -0.1042], [-4.4813, -3.6950, -0.1574], [-4.3153, -4.6103, -1.1848], [-3.3555, -4.3983, -2.1646], [-2.5622, -3.2687, -2.1222], [-4.4897, 0.1112, -2.2023], [-5.8863, -1.7180, -3.1137], [-7.7782, -2.5899, -1.7972], [-8.2089, -1.7249, 0.4733], [-6.7982, 0.0907, 1.3898], [-6.2460, 2.1951, -1.9337], [-6.1459, 3.9524, -3.6581], [-4.1930, 5.4565, -3.7743], [-2.3250, 5.1752, -2.1975], [-2.4179, 3.4019, -0.4649], [-3.0887, -1.1162, -3.6489], [-3.1395, 0.4174, -5.5719], [-1.8721, 2.5335, -5.5110], [-0.4667, 3.0744, -3.5474], [-0.4120, 1.5388, -1.6172], [-3.8183, -1.8449, 0.6955], [-5.2205, -3.8685, 0.6082], [-4.9279, -5.4981, -1.2156], [-3.2202, -5.1180, -2.9557], [-1.7951, -3.0976, -2.8679], [0.7461, 0.4916, 3.6388], [1.1491, 0.4687, 4.9923], [2.2590, -0.5404, 5.1364], [3.1940, -0.4578, 6.1620], [4.1642, -1.4401, 6.2582], [4.1997, -2.4423, 5.2995], [3.2477, -2.4270, 4.2986], [2.2845, -1.5149, 4.2295], [-0.0934, 0.9827, 3.5333], [0.3159, 0.1747, 5.6459], [1.4982, 1.4603, 5.3054], [3.1443, 0.3444, 6.8816], [4.8763, -1.4374, 7.0685], [4.9386, -3.2233, 5.3480], [3.2340, -3.1773, 3.5204], [1.6948, -1.9503, 0.5091], [3.8405, -0.4371, 0.3883], [5.7581, -1.3821, -0.0118], [6.3689, -2.1602, 0.9573], [7.6394, -2.6585, 0.7189], [8.2789, -2.3877, -0.4805], [7.6461, -1.6319, -1.4541], [6.3767, -1.1241, -1.2250], [3.3216, 0.4059, -1.5277], [3.0970, 1.7566, -1.7351], [2.7018, 2.1849, -2.9938], [2.5231, 1.2756, -4.0225], [2.7562, -0.0726, -3.8089], [3.1604, -0.5116, -2.5603], [3.9656, 0.9315, 2.0547], [3.0021, 1.9140, 2.1947], [3.0610, 2.7630, 3.2871], [4.0498, 2.5999, 4.2437], [5.0023, 1.6033, 4.0980], [4.9654, 0.7600, 2.9990], [5.8574, -2.3847, 1.8843], [8.1252, -3.2566, 1.4748], [9.2736, -2.7653, -0.6538], [8.1412, -1.4305, -2.3927], [5.8924, -0.5311, -1.9895], [3.2368, 2.4700, -0.9332], [2.5326, 3.2345, -3.1725], [2.2072, 1.6181, -4.9944], [2.6279, -0.7848, -4.6076], [3.3408, -1.5676, -2.3834], [2.2094, 2.0195, 1.4670], [2.3263, 3.5476, 3.3950], [4.0853, 3.2546, 5.1013], [5.7760, 1.4814, 4.8420], [5.7161, -0.0129, 2.8884]],
  "atomic_forces_ev_per_a": [[-0.22, -0.08, 0.28], [0.02, -0.28, -0.42], [-0.97, 0.63, 0.18], [0.29, 0.38, 0.08], [-0.10, 0.09, 0.16], [0.05, -0.01, -0.15], [0.01, 0.00, -0.02], [0.01, -0.11, -0.02], [0.10, 0.06, 0.11], [-0.02, -0.30, 0.28], [0.09, -0.09, -0.01], [-0.07, 0.01, -0.04], [0.03, 0.02, 0.00], [0.04, 0.07, 0.02], [-0.09, -0.19, 0.01], [0.28, -0.27, -0.39], [0.13, 0.03, 0.04], [0.34, -0.25, -0.33], [0.57, -0.13, 0.29], [-0.38, 0.42, 0.18], [-0.85, 0.30, 0.32], [0.26, 0.10, -0.32], [0.20, -0.35, 0.29], [0.08, -0.16, -0.04], [-0.06, -0.02, -0.06], [0.01, -0.06, 0.04], [0.03, -0.05, 0.05], [0.09, -0.04, 0.03], [0.48, 0.29, -0.07], [0.12, 0.13, 0.17], [0.03, -0.07, 0.04], [0.03, 0.07, 0.04], [0.03, -0.05, -0.13], [0.02, 0.07, -0.05], [-0.10, -0.02, -0.05], [-0.03, -0.07, -0.18], [-0.07, -0.14, -0.04], [-0.14, -0.04, 0.05], [0.00, 0.05, 0.00], [-0.05, 0.06, -0.05], [-0.09, 0.04, -0.11], [0.03, 0.07, -0.10], [0.14, 0.10, 0.00], [0.07, 0.06, 0.03], [-0.09, -0.03, -0.02], [-0.10, 0.01, -0.08], [0.00, 0.03, -0.07], [-0.01, 0.12, 0.00], [0.06, 0.10, 0.05], [-0.04, 0.02, 0.05], [-0.09, 0.02, 0.07], [-0.06, -0.08, -0.02], [0.01, -0.09, -0.09], [-0.03, -0.13, -0.11], [0.10, -0.03, 0.16], [0.03, 0.11, 0.10], [0.07, 0.17, -0.02], [-0.06, -0.19, -0.04], [-0.17, 0.02, -0.07], [0.03, 0.04, -0.01], [0.17, -0.10, 0.13], [0.02, 0.20, -0.11], [-0.19, -0.21, -0.14], [0.04, 0.10, 0.00], [-0.02, -0.16, 0.08], [-0.03, 0.11, 0.06], [0.09, 0.06, 0.07], [0.12, -0.14, -0.06], [0.03, -0.25, -0.03], [1.06, 0.24, 0.37], [-0.39, 0.45, -1.01], [-1.00, 0.13, 0.38], [-0.10, -0.11, 0.25], [-0.05, -0.02, 0.12], [-0.03, 0.02, 0.03], [0.02, 0.01, 0.03], [-0.21, 0.24, -0.27], [0.27, -0.29, 0.83], [-0.01, 0.11, 0.19], [-0.04, 0.10, 0.05], [0.02, -0.03, 0.03], [0.09, -0.06, 0.01], [0.09, -0.15, 0.18], [-0.19, -0.71, -0.65], [-0.22, 0.07, -0.25], [-0.05, 0.08, -0.01], [0.04, 0.01, -0.10], [0.07, -0.06, 0.01], [0.31, -0.25, 0.02], [0.07, -0.04, 0.09], [0.05, -0.05, 0.04], [0.10, -0.07, -0.04], [0.00, 0.03, -0.04], [0.00, 0.03, 0.00], [-0.01, 0.07, -0.02], [0.00, 0.16, 0.01], [-0.03, 0.05, -0.14], [-0.02, -0.08, -0.13], [0.01, 0.00, -0.11], [-0.11, 0.04, 0.01], [-0.07, 0.03, -0.01], [0.00, 0.08, 0.06], [0.06, -0.03, 0.01], [0.02, 0.01, 0.01]]
}